No. 1
{
  "formula": "C3H5N3",
  "method": "ωB97M-V/def2-TZVPD",
  "species": ["C", "N", "C", "N", "N", "C", "H", "H", "H", "H", "H"],
  "coordinates": [[-0.021292, 0.540485, 1.501260], [0.012726, -0.040554, 0.329820], [0.125617, -1.344883, -0.040095], [-0.003634, -1.475230, -1.386921], [-0.147337, -0.356864, -1.975833], [-0.062000, 0.682522, -0.961485], [-0.164603, 1.611047, 1.551597], [0.868192, 1.245241, -1.091367], [0.085685, -0.062515, 2.392880], [0.225395, -2.158772, 0.658994], [-0.918750, 1.359524, -0.978850]],
  "forces_ev_per_angstrom": [[0.00, 0.00, 0.02], [-0.01, -0.08, 0.00], [0.00, 0.05, 0.10], [0.00, 0.16, 0.00], [0.04, -0.14, 0.14], [0.00, 0.14, 0.00], [0.05, -0.16, -0.03], [-0.13, -0.03, 0.01], [-0.01, 0.07, -0.13], [-0.05, 0.10, -0.11], [0.10, -0.11, -0.01]],
  "mulliken_charge": [-0.37, 0.05, -0.24, -0.23, -0.39, -0.42, 0.26, 0.31, 0.25, 0.41, 0.38],
  "e_above_lowest_kcal_mol": 75.71,
  "fmax_ev_per_a": 0.204,
  "total_energy_ev": -7659.1726,
  "charge": 0,
  "e_homo_ev": [-7.41, -7.43],
  "homo_lumo_gap_ha": [0.2730, 0.2750]
}

---

No. 2
{
  "formula": "C34H78MgN4O5",
  "method": "ωB97M-V/def2-TZVPD",
  "species": ["Mg", "C", "O", "H", "H", "H", "C", "C", "C", "N", "C", "C", "C", "C", "C", "C", "H", "H", "H", "H", "H", "H", "H", "H", "H", "H", "H", "H", "H", "H", "H", "H", "H", "H", "H", "H", "C", "C", "C", "N", "C", "C", "C", "C", "C", "C", "H", "H", "H", "H", "H", "H", "H", "H", "H", "H", "H", "H", "H", "H", "H", "H", "H", "H", "H", "H", "C", "C", "C", "N", "C", "C", "C", "C", "C", "C", "H", "H", "H", "H", "H", "H", "H", "H", "H", "H", "H", "H", "H", "H", "H", "H", "H", "H", "H", "H", "C", "N", "C", "C", "C", "C", "O", "H", "H", "H", "H", "H", "H", "H", "H", "H", "H", "H", "H", "H", "H", "O", "C", "O", "O", "H"],
  "coordinates": [[12.494230, 6.339550, 4.221880], [8.938090, 8.382620, 1.536870], [9.913610, 7.500810, 2.031240], [9.006960, 8.411770, 0.449440], [7.936550, 8.194710, 1.923780], [9.111190, 9.440560, 1.734070], [10.808460, 13.927780, 1.947000], [11.740270, 13.932940, 0.721780], [13.104740, 13.468590, 1.167270], [14.059620, 13.045180, -0.056780], [13.815700, 14.121120, -1.175990], [14.990580, 14.055860, -2.272610], [16.353820, 14.201720, -1.514800], [16.525330, 13.018840, -0.535800], [15.504360, 13.127040, 0.556610], [13.838220, 11.657360, -0.661100], [9.820950, 14.365960, 1.802330], [11.283770, 14.468730, 2.765260], [10.640640, 12.903490, 2.279810], [11.743200, 14.946060, 0.319680], [11.332430, 13.278960, -0.048980], [13.138690, 12.597760, 1.821940], [13.515470, 14.273450, 1.776860], [13.753950, 15.087610, -0.675800], [12.826200, 14.032200, -1.624410], [14.748750, 14.911480, -2.903100], [14.792800, 13.302620, -3.035240], [16.427640, 15.230030, -1.160920], [17.122300, 14.006870, -2.262850], [17.466750, 13.108710, 0.006180], [16.558710, 12.069640, -1.070610], [15.651810, 14.125040, 0.969350], [15.460420, 12.278300, 1.239110], [14.458230, 11.434400, -1.529420], [12.802350, 11.765710, -0.982560], [13.845650, 10.937350, 0.157210], [14.223150, 0.542680, -2.582150], [13.976620, 1.590920, -3.679730], [12.859510, 2.493620, -3.167470], [12.763600, 3.838400, -3.905720], [12.372430, 3.544960, -5.350600], [10.889610, 2.998510, -5.491070], [9.863130, 3.850930, -4.756420], [10.233670, 4.121010, -3.297230], [11.710100, 4.673050, -3.157590], [14.111370, 4.516680, -3.981780], [14.620190, -0.386550, -2.990830], [13.255220, 0.326860, -2.129790], [15.032020, 0.850030, -1.919290], [13.572380, 0.982100, -4.488450], [14.913950, 2.033750, -4.016520], [13.139250, 2.772380, -2.151530], [11.861090, 2.058930, -3.215350], [13.023370, 2.791830, -5.794630], [12.469050, 4.476000, -5.909130], [10.780310, 1.947960, -5.221820], [10.518750, 3.054210, -6.514530], [8.940300, 3.271080, -4.739820], [9.745110, 4.782120, -5.310540], [10.084470, 3.192790, -2.745650], [9.409210, 4.712720, -2.899410], [11.930110, 4.884900, -2.111260], [11.639070, 5.636020, -3.663320], [14.477030, 4.421710, -2.959340], [13.740160, 5.507480, -4.243700], [14.736910, 4.177910, -4.807640], [5.968930, 3.381870, 2.248040], [6.179270, 1.987010, 2.689590], [7.661180, 1.621690, 2.742880], [7.949720, 0.190990, 3.245860], [9.443670, -0.028300, 3.346160], [10.090000, -0.298940, 1.907880], [9.269930, -1.367900, 1.154000], [7.791600, -1.082800, 1.079700], [7.226800, -0.906480, 2.474510], [7.440110, 0.125680, 4.709920], [6.384760, 4.018460, 3.029030], [4.911620, 3.645910, 2.269940], [6.487420, 3.590770, 1.312290], [5.631660, 1.298770, 2.045730], [5.576660, 1.837970, 3.585560], [8.289950, 2.277440, 3.345160], [8.025090, 1.706400, 1.718920], [9.936810, 0.847840, 3.767220], [9.501080, -0.836110, 4.075710], [10.257410, 0.620090, 1.346230], [11.096060, -0.657070, 2.126230], [9.685270, -1.431460, 0.148240], [9.331970, -2.329610, 1.663290], [7.771680, -0.204220, 0.434870], [7.102790, -1.805000, 0.641430], [6.176120, -0.633200, 2.571990], [7.410700, -1.850910, 2.986700], [6.353030, 0.071660, 4.651370], [7.837450, 0.922670, 5.338440], [7.696250, -0.891620, 5.005890], [5.732660, 5.320470, 8.748410], [5.649190, 6.835280, 9.005810], [6.861920, 7.229230, 9.919060], [5.727080, 7.507520, 7.549870], [4.323610, 7.111700, 9.771130], [4.113130, 8.628260, 10.219110], [3.856340, 9.384810, 9.124400], [4.819650, 4.981590, 8.258860], [5.641510, 4.836970, 9.721050], [6.533630, 4.999270, 8.082550], [6.910780, 6.738700, 10.891220], [6.964850, 8.302730, 10.077520], [7.674920, 6.786160, 9.343890], [6.478870, 7.105070, 6.870950], [5.925290, 8.557500, 7.765180], [4.693160, 7.475940, 7.206200], [4.207700, 6.416000, 10.602200], [3.570100, 6.737410, 9.078150], [4.990580, 9.010960, 10.740390], [3.331630, 8.786370, 10.962320], [2.927770, 9.206190, 8.958740], [10.299990, 10.743750, 7.010550], [11.459670, 10.607090, 6.412480], [11.896600, 9.530370, 5.975140], [12.127530, 11.622810, 6.336650], [10.210340, 11.699510, 7.001440]],
  "forces_ev_per_angstrom": [[-0.49, 0.90, -0.14], [1.10, -0.83, 1.07], [-0.64, 0.57, -0.43], [-0.20, -0.38, -0.49], [-0.14, -0.29, -0.19], [0.50, 0.49, 0.49], [0.16, -0.29, 0.17], [-1.09, -0.34, 0.35], [0.42, -0.96, -1.10], [0.24, 2.17, 0.31], [1.76, -0.79, -0.58], [-1.77, 1.41, 1.71], [-0.55, -1.85, -2.14], [0.37, 1.06, 0.48], [-1.52, -0.53, -1.59], [-1.69, 1.53, 1.12], [0.21, 0.12, -0.38], [-0.06, 0.02, 0.11], [0.07, -0.05, 0.11], [0.32, -0.07, -0.06], [-0.09, -0.05, -0.06], [-0.51, -0.17, -0.09], [0.83, 0.02, -0.56], [0.64, -0.03, 0.09], [0.10, -0.71, 0.11], [0.45, 0.57, 0.22], [0.62, -0.88, 0.62], [0.18, -0.30, 0.49], [0.21, 0.62, -0.04], [0.30, -0.03, -0.25], [-0.16, 0.04, 0.03], [-0.45, -0.31, 0.58], [0.48, 0.42, 0.43], [0.19, 0.25, 0.50], [-0.03, -0.56, -0.29], [0.42, -0.11, -0.25], [0.68, -0.06, -0.46], [-0.88, -1.61, -0.17], [1.25, 1.26, -0.29], [-0.57, -1.95, -0.30], [-2.38, -0.43, -0.42], [0.38, 0.74, 0.09], [0.54, -0.38, 0.53], [0.55, -0.94, -0.41], [-1.94, 0.57, -1.05], [-1.95, 0.77, 0.56], [-0.27, -0.01, -0.25], [0.33, -0.15, 0.56], [-0.55, 0.25, 0.58], [0.13, 0.35, -0.49], [-0.29, 0.35, 0.16], [-0.41, 0.04, 0.22], [0.36, -0.20, 0.13], [0.37, 0.28, 0.44], [0.03, 0.04, 0.09], [0.38, -0.04, 0.21], [0.83, -0.15, -0.35], [-0.24, 0.41, -0.27], [-0.28, 0.08, 0.11], [0.42, -0.25, 0.10], [0.76, 0.90, 0.33], [0.70, -0.50, -0.15], [0.50, 0.12, -0.10], [0.72, 0.42, -0.39], [0.98, 0.47, 0.30], [-0.10, -0.44, 0.48], [0.24, 1.17, 0.50], [-0.75, -1.53, 0.33], [-0.42, -0.93, -0.38], [-0.17, 1.50, 1.77], [0.24, -0.12, -1.89], [-0.96, -0.71, 1.88], [0.51, -0.65, 0.04], [-0.50, 1.42, -0.09], [0.64, 0.91, 0.09], [-0.46, -1.25, -1.55], [0.31, 0.36, -0.14], [0.05, -0.12, -0.65], [-0.40, 0.23, -0.11], [0.38, -0.05, -0.63], [0.68, 0.08, 0.68], [-0.29, 0.03, 0.23], [0.20, -0.22, 0.02], [-0.41, 0.08, 0.21], [0.65, -0.27, -0.50], [-0.49, 0.14, 0.02], [-0.02, -0.24, -0.11], [-0.05, -0.42, 0.04], [0.74, -0.16, -0.07], [-0.93, 0.41, 0.18], [0.70, -0.43, -0.40], [0.06, -0.32, -0.38], [-0.06, 0.11, 0.38], [0.06, 0.63, 0.22], [0.00, -0.20, -0.24], [0.39, 0.31, 0.57], [-1.44, 0.43, 0.62], [0.91, -0.57, 0.13], [0.04, -0.77, -1.55], [-0.92, 0.96, 2.53], [-0.12, 0.59, -0.17], [0.99, -1.93, 0.92], [-0.46, 0.94, -1.52], [-0.20, 0.50, -0.25], [0.83, -0.14, -0.06], [0.39, 0.45, 0.61], [-0.88, -0.22, -0.12], [-0.19, -0.15, -0.50], [0.43, 0.62, 0.16], [-0.13, -0.45, 0.55], [0.12, -0.05, -0.24], [0.29, -0.30, -0.35], [0.80, 0.04, 0.23], [-0.33, 0.63, -0.14], [0.30, -0.15, -0.21], [-0.24, -0.88, 0.15], [-0.25, 0.58, -0.63], [-1.98, -1.14, 0.30], [1.68, -0.04, -0.31], [-0.86, -1.89, -0.21], [1.44, 2.04, -0.61], [-0.36, 0.52, 0.48]],
  "mulliken_charge": [0.78, -0.43, -0.49, 0.23, 0.23, 0.18, -1.42, -0.19, -0.70, 0.00, -0.76, -0.83, -0.62, -0.56, -0.69, -0.99, 0.40, 0.36, 0.31, 0.39, 0.30, 0.46, 0.36, 0.48, 0.49, 0.44, 0.35, 0.33, 0.32, 0.39, 0.32, 0.39, 0.50, 0.41, 0.42, 0.34, -1.45, -0.26, -1.01, 0.22, -0.67, -0.67, -0.64, -0.60, -0.66, -1.00, 0.42, 0.38, 0.34, 0.33, 0.34, 0.42, 0.50, 0.41, 0.54, 0.30, 0.38, 0.33, 0.30, 0.28, 0.42, 0.46, 0.41, 0.33, 0.48, 0.40, -1.48, -0.29, -0.64, -0.13, -0.56, -0.60, -0.70, -0.59, -0.73, -1.06, 0.33, 0.40, 0.34, 0.34, 0.32, 0.47, 0.39, 0.37, 0.43, 0.33, 0.40, 0.40, 0.32, 0.24, 0.39, 0.54, 0.44, 0.46, 0.30, 0.56, -0.96, -0.14, -0.89, -0.80, -0.47, -0.68, -0.46, 0.42, 0.41, 0.38, 0.33, 0.39, 0.42, 0.36, 0.39, 0.35, 0.42, 0.47, 0.28, 0.40, 0.36, -0.43, 0.70, -0.57, -0.55, 0.34],
  "fmax_ev_per_a": 2.881,
  "total_energy_ev": -58122.6506,
  "charge": 4,
  "e_homo_ev": -14.23,
  "homo_lumo_gap_ha": 0.0980
}

---

No. 3
{
  "formula": "C4H5N",
  "method": "ωB97M-V/def2-TZVPD",
  "species": ["C", "C", "C", "C", "N", "H", "H", "H", "H", "H"],
  "coordinates": [[-0.760461, -0.771468, -1.363399], [0.178246, 0.160628, -0.771425], [0.878247, 0.196620, 0.557958], [-0.117113, 0.725395, 1.615951], [-0.633229, 1.159484, 2.588584], [-0.999580, -1.872104, -1.019432], [-1.805112, -0.645294, -1.832916], [0.280838, 1.176701, -1.060345], [1.680549, 0.819983, 0.530805], [1.297615, -0.949945, 0.754219]],
  "forces_ev_per_angstrom": [[0.04, 0.35, 3.18], [-3.98, -2.46, -1.69], [-2.23, -5.73, 0.94], [0.46, 0.38, 2.51], [1.36, -1.42, -3.50], [1.75, 2.02, 0.20], [2.46, 1.30, -0.56], [-0.91, 0.75, -1.49], [2.28, 1.81, 0.06], [-1.24, 3.01, 0.36]],
  "mulliken_charge": [-0.54, -0.21, -0.39, 0.27, -0.39, 0.20, 0.25, 0.28, 0.27, 0.25],
  "smiles": "C=CCC#N",
  "e_above_lowest_kcal_mol": 75.98,
  "fmax_ev_per_a": 6.216,
  "total_energy_ev": -5715.5517,
  "charge": 0,
  "e_homo_ev": -9.90,
  "homo_lumo_gap_ha": 0.3738
}